Here is a structure of composition C13H6Cl2F3NO2PdS in a non-equilibrium geometry from the Open Molecules 2025 dataset. Energies are from ωB97M-V/def2-TZVPD.

```
29
C13H6Cl2F3NO2PdS, DFT ωB97M-V/def2-TZVPD
Pd -0.253 -0.012 -0.598
Cl -1.814 -6.439 3.180
C -1.607 -5.121 2.134
C -2.155 -5.149 0.841
C -1.993 -4.085 -0.018
Cl -2.642 -4.089 -1.581
C -1.245 -2.890 0.387
O -1.114 -1.940 -0.414
C -0.692 -2.896 1.730
C 0.060 -1.744 2.194
O 0.310 -0.712 1.585
C -0.883 -3.994 2.559
H -2.712 -6.016 0.515
H 0.438 -1.845 3.226
H -0.471 -3.998 3.559
F -0.584 4.364 -3.460
C 0.740 4.313 -3.279
F 1.240 5.517 -3.485
F 1.226 3.484 -4.209
C 1.062 3.789 -1.886
C 1.801 4.526 -0.965
C 2.053 3.979 0.287
C 1.564 2.708 0.598
N 0.861 2.011 -0.280
C 0.606 2.524 -1.500
S -0.335 1.420 -2.476
H 2.171 5.508 -1.225
H 2.624 4.534 1.015
H 1.742 2.253 1.564
```

Values from the calculation:
- electronic energy (eV) = -66656.0306
- charge = +2
- HOMO-LUMO gap (spin up / spin down) (eV) = 2.899 / 2.827

Results of the natural (NBO) charge analysis, in e, for atoms 1 through 5: Pd 0.82; Cl 0.31; C 0.13; C -0.28; C 0.05

---

Here is a structure of composition C16H31AsF6NNaO6S3 in a non-equilibrium geometry from the Open Molecules 2025 dataset. Energies are from ωB97M-V/def2-TZVPD.

```
65
C16H31AsF6NNaO6S3, DFT ωB97M-V/def2-TZVPD
Na -0.784 0.093 -1.118
As -3.974 1.456 -0.572
F -3.236 -0.161 -0.538
F -4.538 0.981 -2.168
F -4.634 3.138 -0.952
F -3.749 1.857 1.187
F -2.369 2.152 -1.098
F -5.554 0.848 0.074
C -4.372 -1.131 2.931
C -3.191 -2.097 3.145
C -1.887 -1.369 3.503
C -1.402 -0.653 2.284
N -1.031 -0.117 1.359
H -4.231 -0.540 2.027
H -4.567 -0.392 3.709
H -5.287 -1.645 2.635
H -2.874 -2.682 2.282
H -3.429 -2.827 3.919
H -1.159 -2.107 3.837
H -1.881 -0.732 4.388
C 0.798 -5.845 -2.594
C 1.350 -5.633 -1.108
C 1.120 -4.229 -0.600
S -0.301 -3.533 -1.487
O -0.101 -2.151 -1.824
O -1.368 -3.926 -0.651
C -0.249 -4.729 -2.953
H 0.455 -6.855 -2.818
H 1.672 -5.701 -3.229
H 2.398 -5.922 -1.037
H 0.702 -6.315 -0.557
H 2.021 -3.645 -0.786
H 0.859 -4.145 0.455
H 0.093 -4.194 -3.839
H -1.258 -4.900 -3.329
C 0.253 5.417 0.018
C -1.041 5.412 -0.723
C -0.793 4.883 -2.193
S 0.671 3.724 -2.058
O 1.855 4.200 -2.735
O 0.243 2.329 -2.180
C 0.850 4.020 -0.156
H 0.037 5.572 1.075
H 0.878 6.210 -0.394
H -1.542 6.377 -0.790
H -1.760 4.769 -0.215
H -0.508 5.676 -2.885
H -1.528 4.265 -2.708
H 1.875 3.847 0.172
H 0.259 3.267 0.367
C 4.243 1.653 1.228
C 4.267 0.196 1.898
C 3.077 -0.631 1.222
S 2.944 0.027 -0.429
O 1.556 0.568 -0.517
O 3.506 -0.971 -1.322
C 4.174 1.444 -0.238
H 5.181 2.194 1.353
H 3.326 2.122 1.584
H 4.200 0.205 2.986
H 5.253 -0.258 1.793
H 2.081 -0.397 1.596
H 3.307 -1.695 1.161
H 4.021 2.328 -0.858
H 5.073 0.900 -0.527
```

Values from the calculation:
- electronic energy (eV) = -144938.1189
- charge = 0
- HOMO-LUMO gap (eV) = 9.777

Results of the natural (NBO) charge analysis, in e, for atoms 1 through 5: Na 0.93; As 2.78; F -0.64; F -0.61; F -0.62

---

Here is a structure of composition C37H28N3O2P2S2Zr in a non-equilibrium geometry from the Open Molecules 2025 dataset. Energies are from ωB97M-V/def2-TZVPD.

```
75
C37H28N3O2P2S2Zr, DFT ωB97M-V/def2-TZVPD
Zr -0.608 -1.670 -0.931
S -1.133 -1.709 1.592
P -0.827 0.286 1.106
C -0.156 0.476 -0.495
P 1.590 0.234 -0.509
S 1.930 -1.489 -1.543
C 2.390 1.573 -1.418
C 3.741 1.466 -1.748
C 4.332 2.448 -2.523
C 3.578 3.527 -2.970
C 2.235 3.631 -2.641
C 1.635 2.650 -1.864
C 2.535 0.024 1.038
C 2.540 -1.218 1.672
C 3.305 -1.411 2.809
C 4.082 -0.373 3.305
C 4.084 0.860 2.674
C 3.308 1.065 1.542
C -2.454 1.096 1.054
C -3.314 0.989 2.144
C -4.501 1.704 2.159
C -4.813 2.547 1.099
C -3.957 2.651 0.012
C -2.777 1.923 -0.017
C -0.020 1.176 2.458
C 0.292 0.602 3.681
C 0.892 1.382 4.659
C 1.170 2.718 4.412
C 0.855 3.288 3.185
C 0.262 2.517 2.201
H 4.308 0.609 -1.405
H 5.376 2.365 -2.791
H 4.041 4.285 -3.589
H 1.652 4.468 -3.000
H 0.584 2.706 -1.609
H 1.973 -2.035 1.255
H 3.304 -2.373 3.305
H 4.698 -0.531 4.181
H 4.697 1.667 3.054
H 3.303 2.027 1.045
H -3.045 0.348 2.976
H -5.174 1.615 3.001
H -5.719 3.139 1.132
H -4.205 3.307 -0.813
H -2.092 1.998 -0.852
H 0.064 -0.441 3.860
H 1.143 0.942 5.615
H 1.633 3.324 5.181
H 1.070 4.331 2.994
H 0.008 2.941 1.236
O -0.091 -3.313 -4.676
C -0.251 -3.117 -3.503
N -1.029 -2.158 -2.893
C -1.758 -1.168 -3.522
O -1.624 -0.689 -4.613
C -2.901 -0.770 -2.595
C -4.015 -0.130 -3.096
C -5.124 0.012 -2.272
C -5.073 -0.500 -0.985
C -3.900 -1.083 -0.541
N -2.825 -1.215 -1.324
C 0.334 -4.060 -2.456
C 1.132 -5.110 -2.862
C 1.634 -5.973 -1.899
C 1.322 -5.752 -0.565
C 0.528 -4.669 -0.237
N 0.034 -3.837 -1.159
H -4.007 0.199 -4.125
H -6.020 0.495 -2.637
H -5.925 -0.444 -0.324
H -3.813 -1.475 0.463
H 1.341 -5.227 -3.915
H 2.257 -6.810 -2.184
H 1.692 -6.405 0.211
H 0.268 -4.458 0.793
```

Values from the calculation:
- electronic energy (eV) = -88917.2275
- charge = +1
- energy above the lowest of the compared OMol25 structures with the same formula, charge and spin (kcal/mol) = 17.9
- HOMO-LUMO gap (eV) = 7.656

Results of the Mulliken charge analysis, in e, for atoms 1 through 5: Zr -0.57; S -0.55; P 1.32; C -1.15; P 2.21

---

Here is an isolated molecule of C10H12O3 in a non-equilibrium geometry from the Open Molecules 2025 dataset. Energies are from ωB97M-V/def2-TZVPD.

```
25
C10H12O3, DFT ωB97M-V/def2-TZVPD
C -1.343 -1.300 -0.788
C -1.418 -0.028 -0.591
C -2.406 0.804 0.104
C -0.064 -2.141 -0.837
C 1.161 -1.224 -1.017
C 0.816 -0.125 1.365
C 0.481 1.261 1.787
C 1.142 -0.052 -0.094
C -0.360 1.825 0.597
C 0.184 0.988 -0.626
O -3.594 0.608 0.158
O -1.775 1.701 0.841
O 0.344 1.707 -1.803
H -2.121 -2.045 -0.598
H 0.089 -2.694 0.149
H -0.229 -2.866 -1.577
H 2.006 -1.900 -0.876
H 1.293 -0.835 -2.033
H 1.751 -0.363 2.017
H 0.023 -0.820 1.492
H -0.192 1.218 2.563
H 1.330 1.788 2.029
H 2.316 0.402 -0.219
H -0.241 2.860 0.492
H 0.808 1.233 -2.538
```

Values from the calculation:
- electronic energy (eV) = -16700.3778
- expectation value of S² = 2.01
- charge = 0
- multiplicity = 3
- energy above the lowest of the compared OMol25 structures with the same formula, charge and spin (kcal/mol) = 5.1
- HOMO-LUMO gap (spin up / spin down) (eV) = 5.726 / 6.370

Results of the natural (NBO) charge analysis, in e, for atoms 1 through 5: C -0.27; C -0.06; C 0.65; C -0.41; C -0.40

---

The highest charge belongs to which entry?
C13H6Cl2F3NO2PdS